#a
Entry from the OMol25 dataset: C50H69AsN3O5P2Si2TeZr as an isolated structure (wB97M-V/def2-TZVPD).

Atoms and positions in Å:
Zr (-0.3891, 0.0418, 0.0581)
O (-1.1572, -2.3177, 0.5832)
C (-0.7925, -3.6579, 0.9802)
C (-0.4282, -3.7463, 2.4511)
C (0.4754, -2.5707, 2.8567)
C (1.5872, -2.3895, 1.8560)
C (2.7655, -3.1080, 2.0381)
C (3.7873, -3.0276, 1.1115)
C (3.5900, -2.2459, -0.0167)
C (2.4057, -1.5532, -0.1304)
N (1.4168, -1.5805, 0.7850)
H (-1.8078, -1.9968, 1.2244)
H (0.0590, -3.9340, 0.3614)
H (-1.6147, -4.3397, 0.7458)
H (0.0817, -4.6963, 2.6164)
H (-1.3248, -3.7365, 3.0752)
H (0.8946, -2.7875, 3.8395)
H (-0.1069, -1.6606, 2.9355)
H (2.8717, -3.7342, 2.9144)
H (4.7194, -3.5564, 1.2631)
H (4.3410, -2.1725, -0.7908)
H (2.2281, -0.9303, -0.9985)
O (-0.4250, 0.2110, 2.0158)
N (-0.2466, 1.5931, 2.3667)
N (-0.9857, 2.2979, 1.4877)
O (-0.5433, 1.9710, 0.1584)
C (-1.0308, 3.7269, 1.6931)
C (-2.2856, 4.3128, 1.7186)
C (-2.3938, 5.6894, 1.8502)
C (-1.2529, 6.4714, 1.9532)
C (0.0014, 5.8766, 1.9500)
C (0.1148, 4.5023, 1.8135)
H (-3.1707, 3.6941, 1.6441)
H (-3.3729, 6.1476, 1.8788)
H (-1.3400, 7.5470, 2.0268)
H (0.8929, 6.4809, 2.0540)
H (1.0921, 4.0456, 1.8005)
O (-0.4018, -0.7222, -1.8568)
P (-0.9974, -1.9232, -2.6110)
C (-2.6319, -2.3188, -1.8969)
P (-3.3817, -0.8541, -1.0506)
O (-2.4629, -0.2227, 0.0040)
C (-3.7367, 0.3189, -2.3507)
C (-3.3481, 1.6466, -2.1796)
C (-3.6647, 2.5802, -3.1552)
C (-4.3664, 2.1912, -4.2879)
C (-4.7542, 0.8673, -4.4565)
C (-4.4463, -0.0715, -3.4890)
C (-4.8705, -1.5340, -0.3237)
C (-6.1306, -1.1092, -0.7372)
C (-7.2639, -1.7095, -0.2098)
C (-7.1428, -2.7275, 0.7241)
C (-5.8854, -3.1500, 1.1428)
C (-4.7515, -2.5579, 0.6191)
C (0.1282, -3.3163, -2.5388)
C (1.4411, -3.0376, -2.9254)
C (2.3743, -4.0568, -2.9880)
C (2.0023, -5.3570, -2.6660)
C (0.6922, -5.6390, -2.3044)
C (-0.2508, -4.6234, -2.2505)
C (-1.2639, -1.5607, -4.3411)
C (-1.5554, -2.6117, -5.2121)
C (-1.7859, -2.3447, -6.5501)
C (-1.7250, -1.0382, -7.0221)
C (-1.4309, 0.0055, -6.1554)
C (-1.1981, -0.2555, -4.8151)
H (-2.5861, -3.1632, -1.2135)
H (-3.3092, -2.5853, -2.7116)
H (-2.8143, 1.9446, -1.2856)
H (-3.3775, 3.6161, -3.0310)
H (-4.6280, 2.9261, -5.0379)
H (-5.3069, 0.5710, -5.3381)
H (-4.7670, -1.0987, -3.6214)
H (-6.2251, -0.3125, -1.4641)
H (-8.2434, -1.3818, -0.5303)
H (-8.0284, -3.1996, 1.1274)
H (-5.7931, -3.9440, 1.8714)
H (-3.7735, -2.8985, 0.9423)
H (1.7144, -2.0255, -3.2061)
H (3.3851, -3.8437, -3.3107)
H (2.7285, -6.1569, -2.7211)
H (0.3977, -6.6558, -2.0807)
H (-1.2790, -4.8580, -1.9994)
H (-1.5894, -3.6330, -4.8474)
H (-2.0044, -3.1563, -7.2311)
H (-1.8985, -0.8367, -8.0707)
H (-1.3810, 1.0215, -6.5246)
H (-0.9607, 0.5477, -4.1330)
C (2.3794, 1.1412, -3.3335)
As (1.3000, 1.6406, -1.7594)
C (2.2620, 3.2593, -1.1684)
C (-0.0274, 2.7416, -2.6924)
H (2.5256, 2.0073, -3.9756)
H (1.8509, 0.3733, -3.9012)
H (3.3551, 0.7532, -3.0416)
H (2.7029, 3.7444, -2.0373)
H (3.0439, 3.0751, -0.4378)
H (1.5171, 3.9317, -0.7419)
H (0.4936, 3.4205, -3.3660)
H (-0.5583, 3.3260, -1.9437)
H (-0.7540, 2.1726, -3.2622)
C (5.5472, 0.4996, 2.8248)
Si (5.1024, 1.9848, 1.7564)
C (6.3629, 3.3609, 1.8821)
C (5.0371, 1.3327, -0.0287)
C (3.3917, 2.7282, 2.2936)
Te (1.8457, 1.3136, 1.8248)
C (2.1103, 0.4007, 3.7123)
Si (1.0462, 0.9920, 5.2460)
C (-0.7001, 0.2911, 5.3099)
C (2.0154, 0.1869, 6.6446)
C (1.1768, 2.8687, 5.2567)
H (6.5325, 0.1430, 2.5149)
H (4.8464, -0.3301, 2.7046)
H (5.6188, 0.7410, 3.8875)
H (7.3361, 2.9782, 1.5654)
H (6.4729, 3.7244, 2.9053)
H (6.1221, 4.2152, 1.2476)
H (5.7518, 0.5132, -0.1253)
H (5.3318, 2.0979, -0.7495)
H (4.0555, 0.9540, -0.3168)
H (3.2533, 3.6868, 1.7935)
H (3.3717, 2.9032, 3.3690)
H (3.1525, 0.5884, 3.9660)
H (1.9810, -0.6695, 3.5837)
H (-0.6824, -0.7569, 5.6163)
H (-1.2496, 0.3746, 4.3762)
H (-1.2632, 0.8348, 6.0724)
H (2.0224, -0.9018, 6.5600)
H (1.5453, 0.4318, 7.6001)
H (3.0514, 0.5270, 6.6950)
H (0.9620, 3.2915, 4.2742)
H (2.1776, 3.1827, 5.5623)
H (0.4761, 3.3112, 5.9666)

Net charge: +3
HOMO energy in eV: -15.520
HOMO-LUMO gap in eV: 7.84

***

#b
Entry from the OMol25 dataset: C50H69AsN3O5P2Si2TeZr as an isolated structure (wB97M-V/def2-TZVPD).

Atoms and positions in Å:
Zr (0.4547, 0.4851, 0.2057)
O (2.6701, 0.9856, -0.5158)
C (3.4325, 2.1224, -0.9781)
C (3.0731, 2.5252, -2.4037)
C (1.5500, 2.5772, -2.6480)
C (0.8969, 3.4016, -1.5823)
C (0.7114, 4.7631, -1.7962)
C (0.3250, 5.5889, -0.7563)
C (0.1989, 5.0312, 0.5073)
C (0.3627, 3.6704, 0.6436)
N (0.6354, 2.8346, -0.3798)
H (2.8982, 0.2513, -1.1034)
H (4.4959, 1.8877, -0.9088)
H (3.2257, 2.9284, -0.2770)
H (3.5100, 1.8204, -3.1158)
H (3.5171, 3.5022, -2.6021)
H (1.1596, 1.5678, -2.6614)
H (1.3804, 3.0224, -3.6270)
H (0.8899, 5.1683, -2.7830)
H (0.1689, 6.6477, -0.9146)
H (-0.0177, 5.6379, 1.3755)
H (0.3146, 3.2255, 1.6278)
O (0.4035, -0.1756, -1.6605)
N (-0.7633, -0.9832, -1.7612)
N (-0.9994, -1.5649, -0.6036)
O (-1.0930, -0.6618, 0.4451)
C (-1.7750, -2.7474, -0.5634)
C (-2.5165, -3.0583, 0.5687)
C (-3.1988, -4.2634, 0.6247)
C (-3.1372, -5.1559, -0.4360)
C (-2.4083, -4.8269, -1.5717)
C (-1.7210, -3.6274, -1.6433)
H (-2.5544, -2.3650, 1.3956)
H (-3.7924, -4.5034, 1.4973)
H (-3.6504, -6.1061, -0.3772)
H (-2.3749, -5.5139, -2.4068)
H (-1.1450, -3.3703, -2.5220)
O (1.6225, -1.2729, 0.3681)
P (2.8536, -1.8680, 1.0433)
C (3.0566, -1.0763, 2.6910)
P (1.6773, 0.0419, 3.1507)
O (1.3528, 0.9745, 1.9735)
C (0.3096, -0.9825, 3.7229)
C (-0.4121, -0.5484, 4.8401)
C (-1.3338, -1.3874, 5.4441)
C (-1.5494, -2.6627, 4.9401)
C (-0.8406, -3.0956, 3.8277)
C (0.0866, -2.2654, 3.2208)
C (2.2747, 1.0221, 4.5196)
C (2.7317, 2.3126, 4.2490)
C (3.2360, 3.0906, 5.2774)
C (3.2914, 2.5828, 6.5690)
C (2.8479, 1.2934, 6.8371)
C (2.3401, 0.5085, 5.8161)
C (2.6551, -3.6438, 1.1524)
C (1.6151, -4.2074, 0.4106)
C (1.4583, -5.5833, 0.3825)
C (2.3426, -6.3924, 1.0844)
C (3.3801, -5.8294, 1.8177)
C (3.5451, -4.4552, 1.8530)
C (4.3626, -1.5551, 0.1150)
C (5.5975, -1.4685, 0.7516)
C (6.7519, -1.3064, -0.0007)
C (6.6765, -1.2276, -1.3841)
C (5.4484, -1.3479, -2.0248)
C (4.2944, -1.5296, -1.2803)
H (3.9495, -0.4474, 2.6763)
H (3.1799, -1.8215, 3.4801)
H (-0.2319, 0.4347, 5.2577)
H (-1.8708, -1.0540, 6.3226)
H (-2.2632, -3.3187, 5.4205)
H (-0.9972, -4.0941, 3.4407)
H (0.6371, -2.6466, 2.3755)
H (2.6937, 2.6990, 3.2372)
H (3.5891, 4.0927, 5.0747)
H (3.6832, 3.1937, 7.3711)
H (2.8973, 0.9012, 7.8437)
H (1.9928, -0.4966, 6.0237)
H (0.9361, -3.5648, -0.1361)
H (0.6505, -6.0170, -0.1920)
H (2.2255, -7.4674, 1.0567)
H (4.0669, -6.4665, 2.3581)
H (4.3633, -4.0244, 2.4197)
H (5.6709, -1.5357, 1.8310)
H (7.7125, -1.2521, 0.4933)
H (7.5783, -1.0946, -1.9662)
H (5.4008, -1.3252, -3.1057)
H (3.3418, -1.7027, -1.7784)
C (-3.0961, 0.4941, 2.6401)
As (-1.6934, 1.6062, 1.8404)
C (-2.9437, 2.7539, 0.8352)
C (-1.4337, 2.8069, 3.3910)
H (-3.9467, 1.1339, 2.8686)
H (-2.7386, 0.0343, 3.5560)
H (-3.4094, -0.2954, 1.9634)
H (-3.5714, 3.2984, 1.5388)
H (-3.5906, 2.1308, 0.2189)
H (-2.4178, 3.4709, 0.2042)
H (-1.5428, 3.8499, 3.0986)
H (-0.4441, 2.6721, 3.8328)
H (-2.1837, 2.5760, 4.1443)
C (-1.3999, 3.4868, -4.7192)
Si (-1.0747, 1.7746, -5.4635)
C (-2.1892, 1.4292, -6.9294)
C (0.7423, 1.5015, -5.9145)
C (-1.4618, 0.4375, -4.1180)
Te (-1.7910, 1.0334, -2.0930)
C (-3.8307, 1.5111, -2.5808)
Si (-5.1896, 0.1745, -2.2741)
C (-4.8400, -0.5904, -0.5785)
C (-6.8344, 1.0689, -2.2623)
C (-5.0218, -1.1371, -3.6057)
H (-0.7010, 4.2319, -5.1037)
H (-1.3304, 3.4776, -3.6282)
H (-2.4013, 3.8351, -4.9813)
H (-1.9365, 2.0891, -7.7621)
H (-3.2461, 1.5811, -6.7023)
H (-2.0660, 0.4032, -7.2823)
H (1.2400, 2.4241, -6.2199)
H (0.8023, 0.8158, -6.7626)
H (1.3169, 1.0530, -5.1018)
H (-0.6550, -0.2910, -4.0729)
H (-2.3847, -0.0924, -4.3620)
H (-3.7987, 1.7744, -3.6401)
H (-4.0695, 2.4208, -2.0259)
H (-5.4817, -0.1588, 0.1917)
H (-3.7985, -0.4385, -0.2888)
H (-5.0217, -1.6665, -0.5861)
H (-6.8929, 1.8214, -1.4742)
H (-7.6467, 0.3574, -2.0987)
H (-7.0277, 1.5660, -3.2150)
H (-4.0776, -1.6827, -3.5282)
H (-5.0972, -0.7123, -4.6089)
H (-5.8297, -1.8648, -3.5037)

Net charge: +3
HOMO energy in eV: -14.616
HOMO-LUMO gap in eV: 6.61

***

Which structure is the least stable? The one labeled #a.

***

#a
Entry from the OMol25 dataset: H21O11 as an isolated structure (wB97M-V/def2-TZVPD).

Atoms and positions in Å:
O (0.1564, 1.3365, -3.8793)
H (-0.7730, 1.1421, -4.0732)
H (0.1839, 0.9915, -2.9598)
O (-2.0709, -4.1694, -1.3638)
H (-1.2772, -3.6760, -1.1622)
H (-2.7332, -3.6897, -1.8695)
O (0.1746, -2.3590, -1.8372)
H (-1.9059, -0.3154, 2.7626)
H (4.5272, 1.1338, -0.1780)
O (-0.8927, -0.7233, 0.3284)
H (-0.1918, -1.3727, 0.2872)
H (0.7079, 1.1689, 4.4370)
O (-0.8613, -1.6659, 2.5783)
H (-1.5344, -0.4763, -2.1078)
H (0.1946, 0.2590, -1.2903)
O (4.0374, 1.8985, 0.1625)
H (3.3286, 1.9270, -0.4929)
H (0.1194, 0.7663, 0.1602)
O (0.5332, 0.9558, -0.7398)
H (-0.0658, -1.4338, -1.8777)
O (-2.2939, 0.2678, 3.4556)
H (0.9777, -2.1996, -1.3134)
H (-2.5937, -0.4938, 3.9649)
O (2.2269, 4.3694, -1.2544)
H (1.3865, 3.9021, -1.2342)
H (2.6807, 3.8854, -0.5430)
O (-2.3687, -0.0705, -1.8584)
H (0.0158, -1.9646, 2.8079)
H (-2.0870, 0.0380, -0.9154)
O (1.2555, 0.3809, 4.5017)
H (-0.8753, -0.8819, 1.6116)
H (0.7065, -0.1961, 3.9629)

Net charge: -1
HOMO energy in eV: -6.256
HOMO-LUMO gap in eV: 8.75

***

#b
Entry from the OMol25 dataset: a 11-piece molecular cluster, H21O11 overall (wB97M-V/def2-TZVPD).

Atoms and positions in Å:
O (-0.2739, 1.6014, -2.4256)
H (-0.9758, 2.1704, -2.2532)
H (0.3226, 1.8627, -1.5843)
O (0.6167, -3.5296, -1.6154)
H (0.3530, -3.6602, -0.6512)
H (0.9115, -2.7193, -1.6760)
O (1.6754, 1.2360, -0.9107)
H (-1.9149, -0.0717, -3.6201)
H (0.9390, 2.7144, 0.9655)
O (0.4953, -0.1875, 1.0570)
H (0.0717, 0.6507, 1.5526)
H (0.3610, -1.8672, 2.1924)
O (2.9572, 0.0351, 1.3848)
H (-1.8940, -1.6594, -1.1232)
H (-0.5877, 0.8378, 0.1938)
O (1.3115, 3.6862, 1.0007)
H (1.4753, 3.7584, 1.9606)
H (-1.6840, 1.8472, 0.6482)
O (-1.2875, 1.5050, -0.0418)
H (2.4265, 1.8378, -1.2978)
O (-2.8018, -0.4415, -3.8654)
H (2.0055, 0.9550, -0.0016)
H (-2.4389, -1.3258, -3.9256)
O (-1.6208, -0.6366, 2.9752)
H (-0.8724, -0.3778, 3.3614)
H (-1.5306, -0.9678, 2.0267)
O (-1.6262, -1.6418, -0.2400)
H (2.9889, 0.7384, 1.9394)
H (-1.1863, -0.8058, -0.1842)
O (0.2128, -2.7490, 1.8548)
H (1.8104, -0.1085, 1.3600)
H (-0.2397, -2.6871, 0.9427)

Net charge: -1
HOMO energy in eV: -6.511
HOMO-LUMO gap in eV: 9.28

***

Which structure is the least stable? The one labeled #b.